ORCA calculation (ωB97M-V/def2-TZVPD) on a single C4H6N2O molecule.

Last column: natural (NBO) charge in e.
Cartesian coordinates (Å):
C -1.88576 -0.14772 0.21970  -0.63
C -0.44353 0.04152 -0.27850  -0.05
N -0.37038 -0.38169 -1.69309  0.15
O 0.75694 -0.65105 -2.03193  -0.31
C 0.32980 1.21622 0.19055  -0.26
C 0.97952 0.10491 0.33944  0.25
N 2.05639 -0.65707 0.70403  -0.82
H -2.38284 -1.02255 -0.21243  0.22
H -1.95138 -0.20500 1.30854  0.22
H -2.47954 0.72839 -0.08923  0.21
H 0.17950 2.26701 0.36764  0.23
H 2.72629 -0.26287 1.34995  0.39
H 2.49015 -1.14638 -0.07023  0.41

Values from the calculation:
HOMO-LUMO gap   8.96 eV
Max |F|   0.6 eV Å⁻¹
Electronic energy   -340.59692 hartree
LUMO level   0.3 eV
Energy relative to the best compared isomer or geometry (same formula, charge and spin)   124.24 kcal/mol

=====

ORCA calculation (ωB97M-V/def2-TZVPD) on 6 unconnected molecules or ions with the total composition C37H46BBrO4Si.

Last column: Mulliken charge in e.
Cartesian coordinates (Å):
C 3.76255 0.46771 -0.54770  -1.13
C 2.58643 -0.36315 -1.04415  -0.01
O 1.43671 -0.19094 -0.21222  0.02
B 1.22462 -0.96759 0.89316  0.35
O 0.81099 -2.26549 0.75541  -0.77
Si 1.39495 -0.13526 2.74771  0.27
Br 0.39785 1.86865 2.70018  -0.30
C 0.56459 -1.13214 4.09708  -0.56
C 0.98971 -0.91172 5.57106  -0.63
C 1.93100 -2.03462 6.05314  -0.85
C 3.36981 -1.95047 5.52806  -0.40
O 3.68326 -3.11442 4.70285  -0.38
C 3.59140 -2.87731 3.38780  0.04
O 2.98475 -3.56639 2.61859  -0.50
H 4.38244 -0.06721 0.17944  0.30
H 4.39701 0.76891 -1.38584  0.36
H 3.38296 1.37264 -0.06277  0.28
H 2.85070 -1.42570 -1.11376  0.34
H 2.29477 -0.05065 -2.04986  0.00
H 1.29749 -2.93218 1.26214  0.29
H 2.82242 0.14622 3.05319  -0.15
H 0.63634 -2.19842 3.85304  0.46
H -0.49303 -0.86542 3.96736  0.43
H 1.44987 0.07406 5.71279  0.32
H 0.09924 -0.91544 6.20697  0.34
H 1.51826 -2.98373 5.69757  0.41
H 1.95555 -2.08576 7.14570  0.38
H 3.52137 -1.05342 4.91913  0.27
H 4.10142 -1.93443 6.33643  0.38
H 4.18019 -1.99918 3.07016  0.53
C -2.00505 2.42630 5.71107  0.12
C -2.85816 1.40290 6.10207  -0.45
C -3.78405 1.61627 7.11410  -0.42
C -3.85669 2.85486 7.73673  -0.42
C -3.00331 3.87849 7.34792  -0.34
C -2.07805 3.66401 6.33552  -0.52
H -1.28510 2.25611 4.92108  0.18
H -2.80404 0.43765 5.61333  0.38
H -4.45082 0.81866 7.41617  0.36
H -4.58008 3.02303 8.52436  0.36
H -3.05982 4.84389 7.83455  0.36
H -1.41231 4.46209 6.03182  0.38
C -1.86297 5.76247 -0.46817  -0.46
C -1.52348 5.89671 -1.80753  -0.44
C -0.78991 4.90229 -2.44127  -0.42
C -0.39797 3.77413 -1.73406  -0.28
C -0.73550 3.64008 -0.39358  0.19
C -1.46797 4.63442 0.23879  -0.47
H -2.43761 6.53653 0.02446  0.37
H -1.83082 6.77666 -2.35824  0.37
H -0.52647 5.00610 -3.48632  0.40
H 0.16891 2.99375 -2.22788  0.41
H -0.43576 2.75726 0.15811  -0.11
H -1.73345 4.52805 1.28345  0.42
C -3.89829 0.43555 -2.45812  -0.59
C -2.74972 1.03725 -1.96106  -0.23
C -1.69429 0.25379 -1.51180  0.24
C -1.78966 -1.13106 -1.55585  -0.51
C -2.94039 -1.73114 -2.04984  -0.67
C -3.99459 -0.94896 -2.50219  -0.58
H -4.71881 1.04725 -2.81194  0.39
H -2.67423 2.11661 -1.92317  0.30
H -0.79572 0.71922 -1.12723  0.09
H -0.96599 -1.73913 -1.20465  0.48
H -3.01630 -2.81085 -2.08261  0.64
H -4.89033 -1.41872 -2.88964  0.38
C 3.56796 0.62764 -6.99620  -0.41
C 2.23762 0.39350 -6.67575  -0.46
C 1.72787 0.83446 -5.46233  -0.42
C 2.55103 1.50876 -4.57084  0.01
C 3.88238 1.74019 -4.88852  -0.65
C 4.39081 1.30000 -6.10289  -0.35
H 3.96400 0.28588 -7.94392  0.36
H 1.59758 -0.13350 -7.37161  0.37
H 0.69065 0.65224 -5.21061  0.44
H 2.15183 1.85741 -3.62577  0.37
H 4.52293 2.26535 -4.19102  0.37
H 5.42818 1.48147 -6.35347  0.36
C -0.66821 -5.49923 -3.97548  -0.56
C -1.07184 -6.56313 -4.77089  -0.31
C -2.14966 -6.41483 -5.63323  -0.42
C -2.82429 -5.20325 -5.70008  -0.36
C -2.42210 -4.13993 -4.90339  -0.45
C -1.34437 -4.28875 -4.04149  -0.22
H 0.17282 -5.61327 -3.30334  0.37
H -0.54725 -7.50870 -4.71809  0.36
H -2.46421 -7.24436 -6.25372  0.36
H -3.66357 -5.08767 -6.37416  0.37
H -2.94619 -3.19331 -4.95040  0.40
H -1.03083 -3.45665 -3.42381  0.47

Values from the calculation:
HOMO-LUMO gap   9.47 eV
Max |F|   0.9 eV Å⁻¹
Electronic energy   -4626.90079 hartree
LUMO level   0.4 eV
Energy relative to the best compared isomer or geometry (same formula, charge and spin)   0.00 kcal/mol

=====

ORCA calculation (ωB97M-V/def2-TZVPD) on a molecular structure, C17H14Cl44NO3 in a non-equilibrium geometry.

Last column: Mulliken charge in e.
Cartesian coordinates (Å):
C -2.32989 -2.18457 0.95498  -0.95
C -0.69981 -2.28954 1.08110  0.91
O -0.23230 -3.57544 0.47751  -0.56
C -0.08784 -1.98942 2.56817  -0.58
N -0.86218 -2.57351 3.72533  -0.06
C -0.54731 -4.04844 4.00677  -0.74
C -1.49483 -5.10253 3.18618  0.42
C -0.67252 -6.52290 2.96459  0.33
O -1.31491 -7.60766 2.44999  -0.49
O 0.74476 -6.74465 3.33576  -0.48
H -2.92745 -2.74466 1.80117  0.35
H -2.65874 -2.69558 -0.06338  0.28
H -2.65656 -1.06151 0.99178  0.12
H -0.25705 -1.44488 0.36239  -0.41
H -0.23496 -3.35739 -0.52095  0.39
H -0.00032 -0.81092 2.72178  0.14
H 1.01060 -2.45129 2.62821  0.34
H -0.52494 -2.05820 4.59417  0.35
H -1.89551 -2.42269 3.69601  0.43
H -0.79369 -4.20461 5.16272  0.37
H 0.60468 -4.19479 3.86916  0.40
H -2.47198 -5.39456 3.80681  -0.03
H -1.91365 -4.67350 2.15359  0.02
H 1.24819 -7.20321 2.57596  0.39
C -1.92994 1.15814 -1.49252  0.14
Cl -1.46470 2.60200 -2.42722  0.02
Cl -1.77296 -0.28976 -2.51883  -0.09
Cl -0.86301 0.99945 -0.07441  0.06
Cl -3.61908 1.32100 -0.94962  -0.09
C -0.55448 1.74743 5.32120  0.31
Cl -1.29837 3.04054 6.29554  -0.06
Cl 0.74896 2.43392 4.31914  -0.06
Cl 0.12062 0.50264 6.40255  -0.12
Cl -1.78923 1.01263 4.26767  -0.02
C 3.49894 0.52465 -0.24893  0.24
Cl 5.14722 -0.12087 -0.45219  0.01
Cl 2.31735 -0.79684 -0.42747  -0.07
Cl 3.34018 1.24843 1.37141  -0.10
Cl 3.19114 1.76792 -1.48748  -0.07
C 8.39415 -3.15742 0.10315  0.24
Cl 8.34213 -4.58781 -0.95803  -0.10
Cl 7.12897 -2.00460 -0.39149  -0.03
Cl 8.11428 -3.65874 1.78984  -0.08
Cl 9.99129 -2.37864 -0.02772  -0.05
C 9.08024 1.54366 1.39959  0.30
Cl 8.66473 -0.15498 1.74139  -0.02
Cl 8.08935 2.13598 0.04252  -0.09
Cl 8.76143 2.53548 2.84501  -0.10
Cl 10.80547 1.65806 0.96955  -0.09
C -2.34162 6.80152 -2.48374  0.29
Cl -2.85624 7.52239 -4.02981  -0.01
Cl -3.56318 5.62304 -1.94213  -0.09
Cl -0.77766 5.97692 -2.70432  -0.10
Cl -2.16934 8.08381 -1.25879  -0.09
C -5.19267 2.97609 5.48058  0.28
Cl -6.89867 3.16578 5.00262  -0.08
Cl -4.15326 3.86164 4.33613  -0.07
Cl -4.95964 3.62889 7.12195  -0.07
Cl -4.75926 1.24801 5.46166  -0.08
C -1.72612 8.87000 -7.76639  0.33
Cl -1.26088 10.31386 -8.70109  -0.09
Cl -1.56914 7.42210 -8.79270  -0.07
Cl -0.65919 8.71131 -6.34828  -0.08
Cl -3.41526 9.03286 -7.22349  -0.10
C -4.65846 -7.15816 5.88062  0.34
Cl -4.71146 -7.52547 7.62336  -0.09
Cl -2.98911 -7.34123 5.28557  -0.05
Cl -5.72801 -8.28169 5.00407  -0.07
Cl -5.20537 -5.48428 5.60961  -0.12
C -0.23276 3.93273 -11.24923  0.32
Cl -0.97664 5.22584 -10.27489  -0.08
Cl 1.07068 4.61922 -12.25129  -0.10
Cl 0.44235 2.68794 -10.16788  -0.04
Cl -1.46751 3.19793 -12.30276  -0.10
C -0.14361 0.23264 -6.65039  0.28
Cl -0.55912 -1.46600 -6.30860  -0.11
Cl -1.13450 0.82496 -8.00747  -0.07
Cl -0.46242 1.22446 -5.20497  0.00
Cl 1.58162 0.34703 -7.08043  -0.10

Values from the calculation:
HOMO-LUMO gap   9.27 eV
Max |F|   9.2 eV Å⁻¹
Electronic energy   -21184.54862 hartree
LUMO level   -3.0 eV
Charge   +1

=====

ORCA calculation (ωB97M-V/def2-TZVPD) on 8 unconnected molecules or ions with the total composition C32H48O24 in a non-equilibrium geometry.

Last column: Mulliken charge in e.
Cartesian coordinates (Å):
C -1.86918 -5.24429 0.76902  -1.41
C -0.82243 -4.79184 1.79754  1.56
C -0.96923 -5.43461 3.16763  -0.37
O 0.38476 -5.65902 3.49432  -0.36
C 1.18876 -5.58237 2.38773  0.64
O 2.34333 -5.85618 2.37954  -0.55
O 0.47822 -5.13694 1.35168  -0.37
H -1.63694 -6.21935 0.34343  0.39
H -2.22560 -4.48454 0.07810  0.27
H -2.78666 -5.48801 1.32224  0.36
H -0.82884 -3.70600 1.91221  -0.61
H -1.66525 -6.27752 3.14215  0.31
H -1.46249 -4.70914 3.81732  0.26
C -3.94903 0.78862 -2.62085  -1.24
C -4.58862 2.09375 -2.24435  0.55
C -3.71210 3.34263 -2.12623  0.04
O -4.37680 4.28986 -2.98465  -0.37
C -5.48120 3.71806 -3.53382  0.56
O -6.26711 4.27409 -4.21962  -0.52
O -5.62578 2.43540 -3.13367  -0.38
H -4.67692 -0.01336 -2.53979  0.47
H -3.05019 0.60451 -2.03180  0.12
H -3.65930 0.91220 -3.66973  0.33
H -5.08406 2.02814 -1.26112  0.24
H -2.75172 3.03748 -2.56120  0.11
H -3.52831 3.81544 -1.16640  0.10
C -0.32939 -1.04918 -0.97008  -1.60
C 0.00598 -1.21484 0.49319  2.14
C 1.48421 -1.21593 0.78675  0.05
O 1.54205 -0.40406 1.95813  -0.44
C 0.33264 0.23009 2.20688  0.36
O 0.16455 0.91337 3.15706  -0.53
O -0.58432 -0.28321 1.35805  0.13
H 0.38563 -1.48690 -1.66173  0.42
H -0.30330 -0.00510 -1.30315  -0.04
H -1.35310 -1.39976 -1.10200  0.69
H -0.44838 -2.14867 0.84700  -1.48
H 1.94348 -0.68672 -0.05476  0.06
H 1.93682 -2.19980 0.85734  0.28
C 1.90212 0.08818 -4.28815  -1.66
C 0.40013 0.15634 -4.43605  1.17
C -0.29156 0.32842 -5.77129  -0.33
O -1.34937 -0.62260 -5.74575  -0.34
C -1.22291 -1.44100 -4.73007  0.60
O -1.94804 -2.35673 -4.47322  -0.57
O -0.16480 -1.08230 -3.95461  -0.26
H 2.35037 -0.58127 -5.03069  0.45
H 2.16249 -0.22270 -3.28033  0.20
H 2.47088 0.99389 -4.51329  0.40
H 0.10456 0.90545 -3.69105  -0.17
H 0.32632 0.25113 -6.66530  0.27
H -0.77424 1.30743 -5.79749  0.29
C -3.07588 -0.09531 3.43888  -1.08
C -3.91068 -1.15314 4.13525  0.37
C -5.45174 -0.90038 4.17028  -0.42
O -5.89467 -2.03523 3.42719  -0.39
C -4.93359 -2.97068 3.25928  0.60
O -5.10419 -4.09797 2.92731  -0.52
O -3.74325 -2.45455 3.60528  -0.24
H -3.37119 0.90521 3.74668  0.35
H -3.00539 -0.17302 2.35569  0.24
H -2.06619 -0.29797 3.80258  0.25
H -3.71794 -1.22982 5.20860  0.27
H -5.78682 -0.03773 3.59243  0.26
H -5.87644 -0.84047 5.17177  0.28
C 6.06036 -1.85252 2.59527  -1.44
C 5.89042 -3.16610 1.83721  0.72
C 4.50015 -3.28377 1.24120  0.16
O 4.78501 -4.07471 0.10244  -0.30
C 6.06493 -3.99316 -0.21822  0.59
O 6.53666 -4.54414 -1.16675  -0.57
O 6.73404 -3.25393 0.69637  -0.39
H 5.54383 -1.77801 3.55240  0.37
H 5.73360 -1.00338 1.98476  0.30
H 7.06437 -1.48699 2.83333  0.37
H 6.02089 -4.01748 2.50974  0.25
H 4.06128 -2.30718 1.01284  -0.25
H 3.77869 -3.68439 1.95386  0.19
C -0.41782 3.45827 0.88175  -1.11
C -1.08156 4.79623 1.26293  0.58
C -2.18587 4.59901 2.27494  -0.19
O -1.84940 5.48036 3.36077  -0.37
C -0.69349 6.13622 3.00896  0.59
O -0.23447 7.02327 3.66115  -0.53
O -0.14665 5.66148 1.88656  -0.42
H -0.02702 3.02037 1.79951  0.27
H 0.45268 3.62675 0.24183  0.11
H -1.06271 2.79915 0.30184  0.37
H -1.49524 5.21394 0.34330  0.32
H -2.32391 3.60651 2.71089  0.09
H -3.14685 4.79293 1.78712  0.25
C 5.40549 3.70519 -3.28843  -1.46
C 4.73435 3.23259 -2.01486  0.41
C 3.81248 4.20737 -1.22919  -0.36
O 2.54086 3.60026 -1.56102  -0.31
C 2.70579 2.27899 -1.74651  0.42
O 1.99095 1.43906 -1.27811  -0.44
O 3.92287 2.06821 -2.29127  -0.37
H 6.19708 4.38968 -2.97204  0.41
H 4.69054 4.09390 -4.01356  0.33
H 5.97780 2.95095 -3.83090  0.36
H 5.50865 2.89868 -1.31962  0.19
H 3.91851 5.19636 -1.66004  0.31
H 3.85053 4.04053 -0.15673  0.34

Values from the calculation:
HOMO-LUMO gap   10.69 eV
Max |F|   3.1 eV Å⁻¹
Electronic energy   -3053.95313 hartree
LUMO level   -0.2 eV
Energy relative to the best compared isomer or geometry (same formula, charge and spin)   69.84 kcal/mol

=====

ORCA calculation (ωB97M-V/def2-TZVPD) on a molecular structure, C4H10NO in a non-equilibrium geometry.

Last column: natural (NBO) charge in e.
Cartesian coordinates (Å):
C -0.73309 -1.02788 1.24916  0.11
C 0.47762 0.42802 0.61874  0.42
C 1.96492 0.63248 0.54673  -0.72
C -1.17294 -0.14716 -1.10753  -0.42
N -0.26129 -0.69599 -0.07224  -0.43
O 0.07559 -0.06249 1.85613  -0.49
H -1.76925 -0.95358 1.53497  0.23
H -0.45068 -1.99921 1.40530  0.20
H -0.19047 2.12176 0.23468  0.12
H 2.26144 1.72602 0.93518  0.30
H 2.35660 0.56947 -0.53387  0.25
H 2.40318 -0.23428 0.98015  0.24
H -1.62697 -0.96705 -1.60063  0.24
H -2.02020 0.58051 -0.74131  0.27
H -0.63869 0.50630 -1.72785  0.24
H 0.42856 -1.37717 -0.51978  0.46

Values from the calculation:
HOMO-LUMO gap   10.01 eV
Max |F|   4.0 eV Å⁻¹
Electronic energy   -287.95968 hartree
LUMO level   -4.3 eV
Charge   +1
Energy relative to the best compared isomer or geometry (same formula, charge and spin)   127.64 kcal/mol

=====

ORCA calculation (ωB97M-V/def2-TZVPD) on 12 unconnected molecules or ions with the total composition C4H33N2O12 in a non-equilibrium geometry.

Last column: natural (NBO) charge in e.
Cartesian coordinates (Å):
C 0.40302 -0.24717 -2.38323  -0.25
N -0.56408 0.68942 -1.72324  -0.73
C -1.63953 -0.24632 -1.18691  0.12
O -1.16148 -0.60115 0.01963  -0.96
C 1.79740 0.35725 -2.31055  -0.24
N 2.32401 0.35174 -0.90206  -0.66
C 3.26137 1.43983 -0.63945  -0.42
H 0.49919 -1.20676 -1.90797  0.19
H 0.13574 -0.41857 -3.43393  0.20
H -0.01472 1.13593 -0.98226  0.37
H -2.53361 0.43079 -1.11806  0.09
H -1.81342 -1.01288 -1.94882  0.15
H 2.54373 -0.23841 -2.90618  0.19
H 1.74487 1.34965 -2.72179  0.18
H 1.46532 0.18532 -0.33801  0.37
H 3.76889 1.30406 0.32487  0.22
H 4.13382 1.32508 -1.36896  0.19
H 2.94598 2.53381 -0.78165  0.15
H -3.65624 -2.33755 -0.82741  0.46
H -2.37578 -2.91256 -0.26600  0.48
O -3.25694 -3.17153 -0.58229  -0.96
H 0.02084 2.74627 -2.86696  0.48
H 1.41965 3.04578 -2.19691  0.47
O 0.78031 3.32519 -2.84278  -0.95
H -0.66972 3.03209 3.57566  0.46
H -1.52530 2.29821 2.60591  0.49
O -1.61117 3.00690 3.27990  -0.97
H -1.59133 1.49091 -3.12723  0.48
H -2.92533 1.48276 -2.50989  0.46
O -2.54106 1.57714 -3.37926  -0.97
H 0.96898 0.71171 3.18443  0.49
H 1.99514 -0.36067 3.64842  0.48
O 1.76141 0.59204 3.76201  -1.00
H -0.92928 -3.42149 0.72315  0.45
H -0.59222 -2.05836 -0.17461  0.52
O -0.48396 -3.07747 -0.04457  -1.04
H -2.20869 -1.83200 3.15973  0.47
H -1.51523 -3.19022 3.05623  0.47
O -1.57378 -2.40660 3.61000  -0.93
H 2.40662 -2.23086 2.45363  0.48
H 2.60504 -1.01919 1.62506  0.47
O 2.95127 -1.44072 2.41627  -0.94
H 1.32614 -3.05443 0.94606  0.47
H 0.76494 -4.34385 0.85052  0.47
O 1.59098 -3.95882 1.15415  -0.96
H -2.23718 2.61909 -0.02294  0.46
H -1.43969 3.17529 -1.16427  0.47
O -1.97649 3.45772 -0.41086  -0.93
H -1.25787 0.14330 2.93524  0.48
H -0.83013 0.27094 1.43386  0.52
O -0.69042 0.70938 2.30434  -1.01

Values from the calculation:
HOMO-LUMO gap   8.76 eV
Max |F|   3.7 eV Å⁻¹
Electronic energy   -1184.59692 hartree
LUMO level   2.4 eV
Charge   -1
Energy relative to the best compared isomer or geometry (same formula, charge and spin)   39.75 kcal/mol